Record 1
Here is a 40-piece molecular cluster, H80O40 overall in a non-equilibrium geometry from the Open Molecules 2025 dataset. Energies are from ωB97M-V with the def2-TZVPD basis set.

* 2S+1: 2
* energy above the lowest of the compared OMol25 structures with the same formula, charge and spin: 133.07 kcal/mol
* total charge: +1

Last column: Mulliken charge in e.
Atoms and positions in Å:
O (4.889, 1.163, -1.681)  -0.69
O (-5.433, -2.656, -1.045)  -0.73
O (-6.157, 0.845, -0.496)  -0.63
O (1.593, -0.034, -2.250)  0.23
O (-2.029, 2.624, -4.936)  -0.55
O (0.496, -2.564, 4.196)  -0.56
O (0.299, -2.853, -4.214)  -0.72
O (-2.935, 1.112, -0.630)  -0.33
O (2.852, -1.257, -4.026)  -0.76
O (-4.295, -3.885, -3.048)  -0.63
O (-0.219, 0.160, -4.509)  -0.45
O (-2.084, -5.415, 2.890)  -0.71
O (1.178, 6.760, -0.529)  -0.61
O (-4.161, -2.775, 2.194)  -0.51
O (4.942, -0.905, 1.630)  -0.59
O (-1.586, -0.423, -2.172)  -0.29
O (0.142, 1.619, -0.272)  -0.11
O (1.067, 2.972, 4.354)  -0.64
O (3.959, 1.538, 3.398)  -0.70
O (3.254, 3.959, 3.229)  -0.61
O (-2.095, 3.710, 4.453)  -0.62
O (0.580, 3.972, -1.644)  -0.46
O (2.265, -0.273, 4.112)  -0.63
O (2.391, -4.070, -2.679)  -0.81
O (4.243, -1.747, -1.835)  -0.89
O (0.935, -1.933, -0.125)  0.78
O (4.559, -4.240, -1.123)  -0.08
O (-1.688, -1.493, 2.957)  -0.45
O (2.559, -0.140, 0.984)  1.56
O (-2.092, 5.108, -3.606)  -0.71
O (-4.474, 0.073, 2.225)  -0.58
O (3.230, 4.580, -1.835)  -0.68
O (-0.132, -3.845, 1.660)  -0.52
O (0.635, -4.876, -0.472)  -0.64
O (4.523, 2.096, 0.799)  -0.65
O (-2.788, 3.522, 0.115)  -0.57
O (-4.921, 0.217, -2.917)  -0.57
O (0.538, 1.048, 2.390)  -0.09
O (-0.289, 0.072, 5.003)  -0.69
O (-1.973, -1.969, 0.023)  -0.22
H (1.738, 3.679, 4.244)  0.35
H (-0.533, -0.219, -5.380)  0.25
H (-1.308, -1.981, 0.707)  0.02
H (-2.105, -0.679, -2.959)  0.30
H (-2.737, -4.788, 2.564)  0.28
H (-1.984, -2.759, -0.490)  0.11
H (4.276, 0.813, 2.823)  0.37
H (2.374, -0.832, 0.349)  -0.30
H (2.810, -3.356, -3.201)  0.30
H (-2.696, 2.590, -5.650)  0.28
H (-4.966, -2.446, -0.189)  0.27
H (-2.049, 3.616, -4.787)  0.34
H (5.866, -0.689, 1.725)  0.30
H (-2.731, 0.610, -1.533)  0.14
H (-3.960, -3.052, -3.322)  0.26
H (0.405, -4.319, 0.953)  0.36
H (3.573, -0.756, -4.401)  0.28
H (-6.753, 1.581, -0.312)  0.30
H (1.830, 6.134, -1.006)  0.38
H (0.464, 6.409, -1.071)  0.30
H (2.395, -0.827, -3.281)  0.59
H (-5.446, 1.270, 0.018)  0.28
H (-0.242, -2.942, -3.442)  0.32
H (-1.142, 0.345, -2.494)  0.01
H (-2.020, 4.847, -2.692)  0.34
H (1.141, -2.409, -4.064)  0.27
H (0.232, -2.107, -0.805)  0.01
H (-3.556, -2.598, 2.925)  0.26
H (-3.178, 2.866, -0.410)  0.28
H (0.598, 0.052, -2.552)  -0.24
H (-2.081, -5.354, 3.851)  0.32
H (-0.101, 0.804, 3.128)  0.02
H (3.833, 1.937, 0.165)  0.16
H (2.881, -0.181, 4.854)  0.26
H (3.235, 4.800, -2.777)  0.30
H (-5.035, -0.577, -3.400)  0.28
H (1.653, -4.383, -3.382)  0.40
H (-1.177, 3.535, 4.555)  0.34
H (-2.074, 4.436, 3.799)  0.31
H (-4.606, -3.564, 1.977)  0.27
H (2.470, 4.063, -1.565)  0.35
H (-2.334, -0.869, 3.266)  0.37
H (0.364, 1.397, 0.666)  0.04
H (-3.042, 4.919, -3.781)  0.34
H (-2.721, 0.563, 0.164)  0.10
H (-0.925, -1.383, 3.577)  0.13
H (1.259, -4.303, -0.937)  0.27
H (3.511, -1.842, -2.499)  0.45
H (0.480, -2.189, 0.663)  -0.46
H (-4.548, -0.644, 1.527)  0.20
H (5.204, 1.396, -0.813)  0.41
H (4.100, 3.878, 3.658)  0.31
H (-6.340, -2.652, -0.685)  0.32
H (4.164, -4.587, -2.014)  0.54
H (1.148, -5.674, -0.278)  0.32
H (3.419, 0.144, 1.249)  -0.26
H (-5.458, 0.231, -2.139)  0.35
H (-4.794, -3.750, -2.223)  0.43
H (2.479, -1.024, 3.556)  0.23
H (4.329, -3.285, -1.399)  0.51
H (0.244, 4.728, -2.077)  0.10
H (-3.047, 3.460, 1.012)  0.25
H (1.397, 0.683, 2.684)  -0.21
H (-0.899, 1.470, -0.174)  0.24
H (-0.050, 0.979, 5.142)  0.29
H (4.047, 1.594, -1.891)  0.28
H (0.188, 3.715, -0.833)  0.36
H (4.582, 3.042, 0.954)  0.27
H (-0.739, -4.393, 2.139)  0.31
H (-0.281, 1.135, -4.619)  0.22
H (-5.418, 0.104, 2.454)  0.32
H (0.782, 2.802, 3.438)  0.19
H (4.103, -0.865, -1.512)  0.24
H (3.093, 1.310, 3.071)  0.35
H (-0.068, -3.027, 4.808)  0.21
H (4.717, -1.022, 0.727)  0.14
H (0.455, -0.536, 4.756)  0.33
H (0.874, -3.152, 3.550)  0.22
H (1.475, 0.678, -1.584)  0.09
H (3.181, 3.601, 2.355)  0.22

=====

Record 2
Here is a 40-piece molecular cluster, H80O40 overall in a non-equilibrium geometry from the Open Molecules 2025 dataset. Energies are from ωB97M-V with the def2-TZVPD basis set.

* 2S+1: 2
* energy above the lowest of the compared OMol25 structures with the same formula, charge and spin: 151.65 kcal/mol
* total charge: +1

Last column: Mulliken charge in e.
Atoms and positions in Å:
O (-5.163, -1.061, 3.402)  -0.65
O (-3.797, 3.727, -2.670)  -0.57
O (-3.890, 2.192, -5.311)  -0.60
O (-3.613, -1.012, -3.738)  -0.62
O (5.572, 0.650, -4.052)  -0.63
O (-2.921, -5.089, 1.968)  -0.63
O (0.464, -0.393, 1.540)  0.13
O (-3.671, 2.387, 1.044)  -0.41
O (0.165, -1.141, -5.186)  -0.59
O (-5.184, 1.584, 4.027)  -0.59
O (-2.335, 0.439, 4.554)  -0.64
O (1.075, 6.188, -1.439)  -0.61
O (2.904, -1.394, -2.517)  -0.57
O (1.352, 1.017, 4.932)  -0.58
O (-1.400, 5.292, -0.590)  -0.55
O (2.946, 0.433, 2.846)  -0.79
O (5.907, 0.276, 0.366)  -0.65
O (0.900, 1.488, -6.624)  -0.62
O (1.739, -3.047, -4.473)  -0.62
O (-2.762, 0.871, -0.806)  0.01
O (-0.257, 3.720, -4.501)  -0.57
O (-0.941, -3.289, 2.260)  -0.43
O (3.948, 2.040, 0.269)  -0.70
O (-5.672, -2.525, -0.083)  -0.70
O (4.940, -2.567, 1.087)  -0.57
O (-3.041, -3.013, -0.214)  -0.55
O (2.544, -3.351, -1.029)  -0.78
O (1.517, -4.195, 4.079)  -0.58
O (-0.433, 4.481, 3.871)  -0.72
O (-0.147, 3.024, 6.268)  -0.64
O (3.680, -1.815, 3.999)  -0.62
O (-2.466, -0.963, 1.477)  0.36
O (5.436, -3.596, -1.850)  -0.65
O (-0.196, 1.719, -1.263)  -0.29
O (-1.226, -2.064, 4.578)  -0.58
O (3.814, -1.544, -5.133)  -0.63
O (1.642, -3.219, 1.706)  -0.05
O (-1.569, 3.648, 1.437)  -0.58
O (1.144, 0.874, -3.367)  -0.45
O (-1.862, -1.544, -1.870)  -0.45
H (5.553, -1.820, 1.101)  0.38
H (-3.928, -2.705, -0.573)  0.35
H (1.736, 1.134, 4.073)  0.43
H (2.927, -2.333, 3.688)  0.16
H (2.138, -2.762, 2.367)  0.12
H (-2.591, 0.960, 3.774)  0.23
H (2.105, -3.635, -1.841)  0.25
H (-1.674, 1.112, 4.895)  0.29
H (-4.470, 1.938, 1.347)  0.16
H (2.743, -2.401, -1.341)  0.46
H (-1.419, -1.113, 4.656)  0.29
H (-0.476, 5.367, 4.248)  0.31
H (3.316, -0.390, 3.384)  0.54
H (2.445, -1.399, -3.417)  0.13
H (-0.799, -1.094, -5.165)  0.20
H (4.033, -0.561, -5.197)  0.30
H (2.467, -0.222, 2.323)  0.10
H (6.178, 1.009, -0.197)  0.27
H (2.216, -3.214, 0.936)  0.18
H (2.062, 0.550, -3.481)  0.06
H (-2.136, -1.879, 1.641)  -0.27
H (-3.830, 3.300, 1.339)  0.22
H (3.548, -2.057, -2.885)  0.48
H (-3.726, -1.328, -4.633)  0.31
H (0.019, -1.007, 0.919)  0.05
H (0.117, 2.043, -6.327)  0.32
H (-5.281, 0.893, 3.337)  0.38
H (-0.753, 4.534, -4.538)  0.26
H (-5.735, -3.087, 0.768)  0.38
H (4.758, -1.756, -4.919)  0.32
H (-3.668, 2.580, -4.463)  0.26
H (4.914, 1.309, -4.278)  0.32
H (-5.275, -0.983, 4.358)  0.37
H (-5.348, -1.670, 0.197)  0.28
H (-0.450, 1.097, -0.566)  0.24
H (-2.516, 1.796, -1.011)  0.31
H (-0.280, -3.858, 1.855)  0.12
H (1.891, 0.333, 5.329)  0.24
H (2.215, -4.877, 4.209)  0.29
H (2.295, -2.685, -5.151)  0.28
H (4.164, -2.058, 0.811)  0.17
H (-3.384, -4.341, 1.591)  0.29
H (-0.401, -2.182, 5.062)  0.33
H (0.382, 1.281, -1.910)  0.28
H (-1.232, 4.513, 0.019)  0.45
H (-3.969, 1.309, -4.896)  0.33
H (-3.342, -1.259, 1.164)  0.16
H (5.010, 0.616, 0.565)  0.46
H (1.014, -4.663, 3.411)  0.26
H (-0.267, -0.119, 2.097)  -0.09
H (-3.046, 0.736, 0.146)  0.25
H (-2.968, -3.889, -0.659)  0.25
H (6.010, -3.106, -1.213)  0.37
H (-5.295, 2.447, 3.637)  0.28
H (-1.059, 3.975, 2.198)  0.30
H (4.663, -3.374, -1.271)  0.35
H (-1.147, 4.066, 4.395)  0.31
H (-2.455, -4.640, 2.677)  0.33
H (-4.329, -0.537, 3.511)  0.14
H (1.525, 2.054, -6.146)  0.32
H (-1.805, -1.768, -0.872)  0.35
H (0.535, -1.156, -6.078)  0.29
H (3.491, 2.305, 1.108)  0.31
H (-0.859, 3.020, 1.222)  0.23
H (0.353, 5.608, -1.687)  0.30
H (0.563, 2.349, 6.356)  0.38
H (-3.372, 4.600, -2.568)  0.33
H (5.419, 0.417, -3.135)  0.31
H (0.746, 0.415, -4.150)  0.35
H (-1.227, -0.785, -1.897)  0.25
H (3.215, 1.564, -0.151)  0.29
H (-1.914, 5.954, -0.119)  0.22
H (1.448, 5.969, -0.583)  0.29
H (4.544, -2.176, 3.793)  0.31
H (0.166, 3.056, 5.343)  0.34
H (-3.059, 3.208, -3.013)  0.25
H (-2.678, -1.029, -3.456)  0.38
H (-0.693, -3.209, 3.215)  0.26
H (0.859, -2.706, -4.569)  0.39
H (-0.071, 3.183, -3.707)  0.29

=====

Record 3
Here is H8LiO4 as an isolated structure from the Open Molecules 2025 dataset. Energies are from ωB97M-V with the def2-TZVPD basis set.

* 2S+1: 1
* energy above the lowest of the compared OMol25 structures with the same formula, charge and spin: 6.81 kcal/mol
* total charge: +1

Last column: Mulliken charge in e.
Atoms and positions in Å:
O (0.691, -0.912, 1.965)  -0.57
O (-1.192, -1.115, -0.534)  -0.54
O (1.342, -0.065, -1.416)  -0.58
O (-0.870, 2.147, 0.308)  -0.62
Li (0.024, 0.339, 0.430)  0.90
H (1.165, -1.733, 1.829)  0.29
H (1.538, -0.939, -1.753)  0.30
H (1.472, 0.516, -2.165)  0.30
H (-2.108, -1.294, -0.323)  0.29
H (-1.035, -1.592, -1.349)  0.28
H (-0.194, 2.813, 0.178)  0.34
H (-1.664, 2.537, -0.057)  0.30
H (0.833, -0.703, 2.888)  0.31

=====

Record 4
Here is a 2-piece molecular cluster, H8N2Si2 overall in a non-equilibrium geometry from the Open Molecules 2025 dataset. Energies are from ωB97M-V with the def2-TZVPD basis set.

* 2S+1: 1
* energy above the lowest of the compared OMol25 structures with the same formula, charge and spin: 128.72 kcal/mol

Last column: Mulliken charge in e.
Atoms and positions in Å:
Si (-0.604, -0.874, 0.586)  0.09
Si (2.563, 0.985, -1.752)  0.48
N (-3.278, -0.493, 1.680)  -0.47
N (-1.896, -0.388, 1.454)  -0.02
H (-0.333, -2.217, -0.331)  -0.05
H (0.349, 0.224, 0.798)  -0.04
H (2.237, 2.127, -2.559)  -0.10
H (2.354, 1.086, -0.298)  -0.12
H (-3.435, -1.310, 2.255)  0.23
H (3.961, 0.650, -1.993)  -0.10
H (1.687, -0.145, -2.037)  -0.15
H (-3.604, 0.355, 2.196)  0.24

=====

Record 5
Here is H8N2Si2 as an isolated structure in a non-equilibrium geometry from the Open Molecules 2025 dataset. Energies are from ωB97M-V with the def2-TZVPD basis set.

* 2S+1: 1
* energy above the lowest of the compared OMol25 structures with the same formula, charge and spin: 61.84 kcal/mol

Last column: Mulliken charge in e.
Atoms and positions in Å:
Si (1.254, 0.408, 1.355)  0.23
Si (0.224, -0.382, -0.526)  0.45
N (-0.859, 1.469, -1.317)  -0.72
N (-0.875, -1.573, -0.059)  -0.42
H (-1.815, 1.600, -1.107)  0.19
H (2.549, 0.920, 0.861)  -0.10
H (-1.005, -1.310, 0.978)  0.21
H (-1.490, -2.344, -0.315)  0.23
H (1.015, -0.770, -1.663)  -0.14
H (1.459, -0.812, 2.267)  -0.06
H (-0.765, 1.344, -2.272)  0.19
H (0.307, 1.450, 1.796)  -0.05

=====

Record 6
Here is one molecule with the formula H8N4O2P2S in a non-equilibrium geometry from the Open Molecules 2025 dataset. Energies are from ωB97M-V with the def2-TZVPD basis set.

* 2S+1: 1
* energy: -1455.342192 a.u.

Last column: Mulliken charge in e.
Atoms and positions in Å:
S (-1.326, -2.614, 1.709)  -0.39
P (1.240, 1.231, -0.350)  0.84
P (-0.837, -1.477, 0.250)  0.40
O (0.588, 0.642, -1.502)  -0.61
O (2.688, 1.460, -0.074)  -0.65
N (-1.828, -0.270, -0.120)  -0.45
N (0.625, -0.385, 0.846)  -0.51
N (-0.510, -2.163, -1.194)  -0.47
N (0.350, 2.431, 0.466)  -0.52
H (0.876, 3.002, 1.025)  0.27
H (0.377, -2.694, -1.178)  0.28
H (0.571, -0.374, 1.836)  0.26
H (-0.551, -1.416, -1.945)  0.38
H (-1.271, 0.516, -0.451)  0.33
H (-2.627, -0.121, 0.448)  0.26
H (1.607, -0.770, 0.484)  0.34
H (0.027, 3.002, -0.248)  0.25

=====

- 2S+1 of number 3 (H8LiO4)?
  1

=====

- Which value of 2S+1 does entry 6 give?
  1